A structure of composition C2H8N3. Source: the OMol25 dataset; level of theory: ωB97M-V with the def2-TZVPD basis set.

Values from the calculation:
* frontier orbital gap: 0.334 hartree
* E_HOMO: -14.045 eV
* calculated total energy: -244.8837 hartree
* 2S+1: 1
* charge: +1
* energy relative to the best compared isomer or geometry (same formula, charge and spin): 5.004 eV

Structure (XYZ):
```
13
Properties=species:S:1:pos:R:3:forces:R:3
C -0.937624 0.939385 -0.160190 -2.1 -0.2 -1.4
C -0.049075 -1.136787 -0.115433 -0.5 1.0 0.6
N -1.352508 -0.349611 -0.140502 1.5 0.3 2.5
N 0.339335 1.132286 -0.192836 2.3 -1.8 -0.7
N 0.978319 -0.090277 0.187810 -2.9 -1.4 0.2
H -1.716257 1.669411 -0.293479 0.3 0.8 0.2
H 0.795460 -0.795954 2.472776 0.0 1.0 -0.1
H -0.151106 -1.936834 0.591154 0.4 -0.1 0.8
H 0.172864 -1.570358 -1.053884 -0.3 -0.4 -1.3
H -2.061750 -0.558774 0.631523 1.0 0.1 -1.7
H 0.982444 1.552671 -0.862018 -0.9 1.5 0.3
H 0.879077 -0.186450 1.972252 -0.1 -1.4 1.8
H 1.829960 -0.371350 -0.213882 1.4 0.6 -1.1
```
Forces are in eV/Å.

The ion C2H8N3 with charge +1. Source: the OMol25 dataset; level of theory: ωB97M-V with the def2-TZVPD basis set.

Values from the calculation:
* frontier orbital gap: 0.439 hartree
* E_HOMO: -14.945 eV
* SMILES string: C[N@H+]1N[C@@H]1N
* calculated total energy: -244.9102 hartree
* 2S+1: 1
* charge: +1
* energy relative to the best compared isomer or geometry (same formula, charge and spin): 4.283 eV

Structure (XYZ):
```
13
Properties=species:S:1:pos:R:3:forces:R:3
C -0.230726 -0.235315 1.075113 2.5 -4.1 -1.6
C 0.411501 -0.055187 -1.651598 -1.2 0.1 -0.7
N -1.311936 -0.044543 0.165569 -1.6 -1.4 3.1
N -0.206845 0.427818 2.197009 -2.5 3.7 0.5
N -0.171056 0.468732 -0.404300 1.7 -0.2 -1.6
H 0.534839 -1.258193 1.059263 -2.5 3.0 -0.3
H -0.320235 0.035182 -2.555015 0.9 -0.6 1.9
H 1.218401 0.635360 -1.950048 0.2 -0.9 0.5
H 0.628430 -1.094048 -1.314755 0.5 0.6 -1.4
H -1.673471 -0.967368 -0.057726 0.1 0.2 -1.4
H 0.622682 0.618926 2.704886 0.9 -0.2 0.4
H -0.857289 1.282434 2.115182 1.2 -1.8 0.9
H -0.197953 1.446775 -0.308109 -0.1 1.6 -0.2
```
Forces are in eV/Å.

A cluster of 2 separate species, C2H8N3O in total. Source: the OMol25 dataset; level of theory: ωB97M-V with the def2-TZVPD basis set.

Values from the calculation:
* frontier orbital gap: 0.409 hartree
* E_HOMO: -14.639 eV
* calculated total energy: -320.2800 hartree
* 2S+1: 1
* charge: +1
* energy relative to the best compared isomer or geometry (same formula, charge and spin): 1.214 eV

Structure (XYZ):
```
14
Properties=species:S:1:pos:R:3:forces:R:3
C 1.985268 0.581849 -0.169488 -0.9 -1.7 1.2
N 1.973371 1.949402 -0.076728 0.7 -1.9 -0.5
O 1.023904 -0.198892 0.010359 0.4 2.1 -0.2
H 2.907693 -0.028624 -0.271471 0.3 1.4 -0.7
H 2.844805 2.363825 -0.376510 -0.1 0.3 0.4
H 1.429636 2.425821 0.627596 -0.3 0.0 -0.3
N -1.152041 -1.753057 0.451421 2.1 -2.1 -1.6
C -2.100034 -0.982267 0.084850 -1.9 2.5 0.1
N -1.776245 0.284707 -0.210591 -4.5 -0.9 -1.3
H -0.261460 -1.335136 0.052625 -0.3 -1.1 1.4
H -1.250500 -2.772330 0.301676 -0.1 0.9 0.8
H -3.196357 -1.213446 0.125388 1.2 -0.2 -0.2
H -2.459038 0.688595 -0.891524 1.0 0.2 1.2
H -0.833004 0.497563 -0.291535 2.3 0.6 -0.2
```
Forces are in eV/Å.

The ion C2H8N3O with charge +1. Source: the OMol25 dataset; level of theory: ωB97M-V with the def2-TZVPD basis set.

Values from the calculation:
* frontier orbital gap: 0.386 hartree
* E_HOMO: -14.756 eV
* SMILES string: CO[NH+]=C(N)N
* calculated total energy: -320.1674 hartree
* 2S+1: 1
* charge: +1
* energy relative to the best compared isomer or geometry (same formula, charge and spin): 4.278 eV

Structure (XYZ):
```
14
Properties=species:S:1:pos:R:3:forces:R:3
C -1.208189 0.152667 -0.053159 1.4 -1.2 1.1
C 2.491312 -0.176224 -0.157102 1.1 -2.7 2.6
N -2.287020 -0.624387 -0.240236 -2.4 2.8 0.4
N -1.123868 1.464255 0.153625 -6.4 -1.1 -1.1
N -0.056881 -0.562292 -0.052539 4.3 2.4 0.0
O 1.275079 0.457470 0.217520 -3.1 -2.3 -0.7
H 2.470722 -1.361560 0.066544 0.0 2.7 -0.4
H 3.260228 0.251613 0.591169 -1.2 -0.6 -1.2
H 2.860816 -0.068985 -1.158683 -0.5 0.5 -0.7
H -3.314800 -0.339413 -0.156860 2.4 -0.2 -0.1
H -2.135262 -1.585063 -0.340960 0.2 -1.4 -0.3
H -2.082057 1.937775 0.271317 2.4 -0.6 -0.4
H -0.340867 1.914290 0.468522 2.5 1.0 0.8
H 0.190784 -1.460150 0.390836 -0.7 0.8 -0.2
```
Forces are in eV/Å.

The ion C2H8N3O2 with charge +1. Source: the OMol25 dataset; level of theory: ωB97M-V with the def2-TZVPD basis set.

Values from the calculation:
* frontier orbital gap: 0.374 hartree
* E_HOMO: -15.498 eV
* SMILES string: CCN[N+](=O)NO
* calculated total energy: -395.2871 hartree
* 2S+1: 1
* charge: +1
* energy relative to the best compared isomer or geometry (same formula, charge and spin): 7.354 eV

Structure (XYZ):
```
15
Properties=species:S:1:pos:R:3:forces:R:3
C 1.501787 0.459132 1.873341 -0.9 3.2 0.5
C 1.171637 -0.295509 0.596968 0.9 -0.6 0.3
N -0.214635 -0.060047 0.137907 0.5 -0.2 1.0
N -1.884058 0.078223 -1.392376 -1.4 1.0 1.1
N -0.606464 -0.274792 -1.115987 0.3 0.9 0.7
O -2.381943 -0.599165 -2.444127 -0.3 0.7 -1.3
O 0.128799 -0.585254 -2.025755 -0.7 -0.1 1.6
H 0.526563 0.675245 2.457675 1.7 -0.3 -0.6
H 2.187683 -0.084097 2.506302 -0.1 -0.4 0.1
H 2.046400 1.495126 1.677020 -1.5 -2.1 0.3
H 1.852240 0.050521 -0.154476 0.2 -0.2 -0.7
H 1.372922 -1.358966 0.844975 -0.6 0.4 -0.8
H -0.856533 0.086207 0.953101 -0.1 -0.3 -1.7
H -2.592195 0.461709 -0.636859 2.1 -1.4 -1.8
H -2.252203 -0.048334 -3.277707 -0.1 -0.7 1.4
```
Forces are in eV/Å.

The ion C2H8N3O2S with charge -1. Source: the OMol25 dataset; level of theory: ωB97M-V with the def2-TZVPD basis set.

Values from the calculation:
* frontier orbital gap: 0.241 hartree
* E_HOMO: -2.708 eV
* calculated total energy: -793.8595 hartree
* 2S+1: 1
* charge: -1
* energy relative to the best compared isomer or geometry (same formula, charge and spin): 0.524 eV

Structure (XYZ):
```
16
Properties=species:S:1:pos:R:3:forces:R:3
C -1.170142 1.237198 1.135352 0.3 -1.3 -2.0
C 0.883842 -1.564188 -1.288410 1.5 -0.3 -0.2
N 0.162004 0.648798 1.333965 0.8 0.2 0.7
N -0.002991 -0.729439 -0.493680 -1.5 2.1 -1.3
N 0.864096 0.237632 0.136192 -1.4 0.6 -0.6
O 1.179293 1.192093 -2.371697 -0.9 -0.2 -0.7
O 2.546941 2.307522 -0.797494 0.6 0.4 1.2
S 1.178906 1.900828 -1.087964 -0.2 -1.3 -0.1
H -1.560758 0.556244 0.300925 -0.5 1.1 1.6
H -1.752424 1.113544 2.089594 0.4 0.7 -1.1
H -1.016524 2.221511 0.633436 -1.0 -0.2 0.9
H 0.464127 -2.006985 -2.240631 0.3 0.8 1.1
H 1.909152 -1.044411 -1.454478 -2.0 -0.8 -0.2
H 1.091242 -2.353670 -0.558497 0.3 -0.6 -0.5
H 0.741612 1.410544 1.661277 0.4 -0.1 0.4
H -0.838903 -0.245234 -1.063521 2.8 -1.2 0.8
```
Forces are in eV/Å.

A cluster of 2 separate species, C2H8N4 in total. Source: the OMol25 dataset; level of theory: ωB97M-V with the def2-TZVPD basis set.

Values from the calculation:
* frontier orbital gap (alpha / beta): 0.329 / 0.281 hartree
* E_HOMO (alpha / beta): -8.255 / -8.129 eV
* calculated total energy: -299.8326 hartree
* 2S+1: 1
* energy relative to the best compared isomer or geometry (same formula, charge and spin): 5.391 eV

Structure (XYZ):
```
14
Properties=species:S:1:pos:R:3:forces:R:3
C 2.220205 0.151964 -0.053731 0.0 -0.4 -0.2
N -1.281445 -0.237553 0.402395 -1.6 -0.6 0.2
N -0.647312 1.997403 -0.118935 -0.3 1.1 0.0
N -2.259111 -1.150571 0.198558 0.6 0.1 0.1
C -0.026704 -0.587689 0.136226 1.6 0.1 -0.8
N 0.812485 0.256388 -0.379949 -0.1 -0.5 0.6
H -2.958095 -1.190205 0.924133 0.0 0.1 -0.1
H -2.061309 -2.017634 -0.287042 0.1 0.0 0.1
H -1.637837 1.816362 -0.279382 0.0 0.0 0.0
H -0.242860 2.103736 -1.050071 0.0 0.0 0.1
H 0.285355 -1.606106 0.394437 0.0 0.0 0.2
H 2.822730 0.234164 -0.960771 0.0 0.0 0.1
H 2.482251 0.996977 0.591590 -0.1 0.0 -0.1
H 2.491647 -0.767239 0.482541 0.0 0.0 -0.1
```
Forces are in eV/Å.

A cluster of 3 separate species, C2H8N4O in total. Source: the OMol25 dataset; level of theory: ωB97M-V with the def2-TZVPD basis set.

Values from the calculation:
* frontier orbital gap: 0.299 hartree
* E_HOMO: -8.383 eV
* calculated total energy: -375.0695 hartree
* 2S+1: 1
* energy relative to the best compared isomer or geometry (same formula, charge and spin): 6.451 eV

Structure (XYZ):
```
15
Properties=species:S:1:pos:R:3:forces:R:3
C -0.096486 0.093653 1.835630 -0.3 -0.2 -0.2
N 0.885212 0.793636 1.327524 -0.2 0.0 -0.8
O -1.024871 -0.973327 0.351173 0.3 0.2 0.5
H -1.986249 -0.906001 0.385768 0.1 0.0 0.1
H 0.406903 1.443604 0.158061 0.4 -0.2 0.6
H 1.749066 0.264901 1.245997 -0.1 0.1 0.1
H 0.080966 -0.798281 2.429970 0.0 0.1 -0.1
H -1.022666 0.620629 2.037616 0.0 -0.1 0.0
C 0.773483 -1.289641 -1.710460 -0.1 0.3 0.3
N -0.562492 0.584476 -1.484755 -0.3 1.2 -0.2
N 0.449573 -0.086858 -1.939272 0.4 -0.3 0.2
N -0.326389 1.619033 -0.776238 0.0 -1.0 -0.3
H -1.175330 2.160455 -0.651923 -0.1 -0.2 0.0
H 1.583701 -1.699689 -2.300846 -0.1 0.0 -0.1
H 0.265578 -1.826590 -0.908244 0.0 0.0 0.0
```
Forces are in eV/Å.

A cluster of 2 separate species, C2H8N4O in total. Source: the OMol25 dataset; level of theory: ωB97M-V with the def2-TZVPD basis set.

Values from the calculation:
* frontier orbital gap: 0.298 hartree
* E_HOMO: -8.545 eV
* SMILES string: [H]/N=N/C(=C)O.NN
* calculated total energy: -375.1423 hartree
* 2S+1: 1
* energy relative to the best compared isomer or geometry (same formula, charge and spin): 4.471 eV

Structure (XYZ):
```
15
Properties=species:S:1:pos:R:3:forces:R:3
C -0.188637 1.002711 0.882995 -0.6 -1.2 2.6
C 0.868957 0.690543 1.640291 0.5 0.3 -0.5
O -1.469994 0.762480 1.342749 0.4 0.3 -0.7
N 0.000290 1.556050 -0.360142 -0.2 0.6 -2.2
N -0.959478 1.465158 -1.150004 -0.4 -0.2 0.9
H -1.410646 0.444048 2.256038 0.0 0.1 -0.4
H -0.760072 1.911189 -2.053179 0.7 0.1 0.3
H 1.875747 0.872089 1.276396 -0.3 0.1 0.0
H 0.771326 0.242600 2.621295 -0.1 0.0 -0.1
N 0.931627 -1.506691 -1.377539 0.1 0.7 -0.1
N -0.451249 -1.883016 -1.209781 -0.3 0.0 0.5
H -0.761831 -1.802598 -0.236212 0.3 0.1 -0.2
H -1.064559 -1.231574 -1.715892 0.7 -0.4 0.0
H 1.540966 -2.014208 -0.730390 -0.7 0.0 -0.3
H 1.077553 -0.508783 -1.186625 -0.1 -0.4 0.1
```
Forces are in eV/Å.

A structure of composition C2H8N4O. Source: the OMol25 dataset; level of theory: ωB97M-V with the def2-TZVPD basis set.

Values from the calculation:
* frontier orbital gap (alpha / beta): 0.260 / 0.265 hartree
* E_HOMO (alpha / beta): -7.367 / -7.366 eV
* calculated total energy: -375.0201 hartree
* 2S+1: 1
* energy relative to the best compared isomer or geometry (same formula, charge and spin): 7.796 eV

Structure (XYZ):
```
15
Properties=species:S:1:pos:R:3:forces:R:3
C 0.475302 0.340502 0.346409 1.6 -0.4 -0.4
C -2.300458 0.796982 -0.479350 -0.1 0.2 -0.2
N 0.156613 -0.870636 -0.184800 -0.4 -0.3 0.4
N 0.246305 -1.895612 0.609296 0.1 0.8 -0.4
O -1.530729 0.177792 0.497913 -0.5 -0.2 -0.1
N 2.402338 0.011959 0.141795 -0.3 0.1 0.4
N 2.857075 0.711276 -0.718430 -0.1 0.3 -0.1
H 0.153960 -2.799328 0.172480 -0.2 0.1 0.2
H 0.256978 -1.774831 1.619167 0.1 -0.2 -0.2
H 3.901836 0.644788 -0.764843 -0.3 -0.2 0.1
H 0.543138 0.495570 1.419955 -0.1 0.0 -0.1
H 0.430123 1.182715 -0.329817 -0.1 0.0 0.1
H -3.174814 0.200972 -0.781248 0.1 -0.1 0.1
H -2.688412 1.773845 -0.143989 0.1 -0.1 0.1
H -1.729257 1.004005 -1.404537 0.0 -0.1 0.1
```
Forces are in eV/Å.